The following is a DFT calculation (ωB97M-V/def2-TZVPD) of a molecular structure, C14H25InN5S4 in a non-equilibrium geometry.

Output
- Net charge: +3
- Energy above the lowest of the compared OMol25 structures with the same formula, charge and spin: 0.0 kJ/mol
- Maximum force: 2.6 eV/Å
- Gap between HOMO and LUMO: 6.5 eV

Atoms and positions in Å:
In 0.053 -0.021 0.071
S 1.880 0.988 1.596
S -0.652 -0.188 -2.426
C 2.710 2.365 0.654
C 3.143 -0.316 1.197
C 3.263 -0.661 -0.280
N 1.985 -1.187 -0.816
C 1.966 -1.243 -2.307
C 0.569 -1.489 -2.835
H 2.876 -1.189 1.808
H 4.088 0.106 1.561
H 4.055 -1.423 -0.397
H 3.562 0.219 -0.869
H 2.626 -2.061 -2.645
H 2.381 -0.302 -2.689
H 0.142 -2.417 -2.443
H 0.591 -1.546 -3.927
C 0.174 1.234 -3.294
H 1.872 -2.149 -0.472
H 1.261 1.269 -3.114
H -0.300 2.163 -2.944
H -0.032 1.086 -4.368
H 2.080 3.252 0.822
H 2.859 2.177 -0.424
H 3.685 2.512 1.149
C -0.616 -4.656 1.702
C -1.764 -4.244 2.255
H 0.237 -4.954 2.327
H -0.532 -4.875 0.637
H -1.894 -4.239 3.348
H -2.682 -4.059 1.686
N -0.323 3.428 -1.203
C -1.421 2.928 -0.550
N -1.439 1.751 0.057
C -2.674 1.466 0.661
C -3.576 2.494 0.491
S -2.939 3.775 -0.479
C -2.722 0.279 1.466
C -3.632 -0.206 2.369
S -3.039 -1.553 3.264
C -1.514 -1.374 2.461
N -1.548 -0.460 1.486
N -0.340 -1.893 2.865
H -0.427 4.369 -1.544
H 0.602 3.184 -0.823
H -4.573 2.495 0.932
H -4.618 0.232 2.501
H -0.370 -2.769 3.384
H 0.445 -1.768 2.231



The following is a DFT calculation (ωB97M-V/def2-TZVPD) of a molecular structure, C14H25N2OPdS3SbSi2.

Output
- Net charge: -1
- Energy above the lowest of the compared OMol25 structures with the same formula, charge and spin: 157.6 kJ/mol
- Maximum force: 0.5 eV/Å
- Gap between HOMO and LUMO (alpha / beta): 5.6 / 4.9 eV
- 2S+1: 2

Atoms and positions in Å:
Pd 0.087 0.118 0.217
S 1.133 0.873 5.285
Sb 0.356 -0.388 3.577
S 1.889 -0.016 1.634
S -1.076 0.953 1.975
C -3.638 -2.003 -1.729
Si -3.161 -0.680 -0.470
C -3.076 -1.577 1.159
C -4.477 0.646 -0.325
N -1.629 0.028 -1.004
C -1.422 0.599 -2.189
C -2.461 0.837 -3.144
C -2.212 1.388 -4.364
C -0.892 1.741 -4.722
C 0.136 1.564 -3.843
C -0.061 1.015 -2.537
N 0.904 0.858 -1.628
Si 2.534 1.542 -1.601
C 3.748 0.147 -1.321
C 2.602 2.856 -0.280
C 3.139 2.436 -3.151
H -4.612 -2.428 -1.471
H -2.907 -2.815 -1.676
H -3.678 -1.660 -2.762
H -3.930 -2.262 1.195
H -3.140 -0.883 1.995
H -2.167 -2.163 1.289
H -5.365 0.230 0.159
H -4.783 1.089 -1.273
H -4.090 1.442 0.316
H -3.473 0.579 -2.871
H -3.024 1.554 -5.061
H -0.694 2.165 -5.699
H 1.131 1.843 -4.141
H 3.417 -0.525 -0.530
H 4.708 0.564 -1.006
H 3.919 -0.426 -2.237
H 2.405 2.453 0.712
H 1.859 3.632 -0.486
H 3.589 3.327 -0.278
H 3.194 1.810 -4.044
H 4.157 2.763 -2.919
H 2.551 3.327 -3.380
C 0.868 -2.148 -1.541
C 0.375 -1.845 -0.154
O 0.051 -2.629 0.661
H 1.058 -3.219 -1.616
H 1.758 -1.567 -1.761
H 0.087 -1.846 -2.240



The following is a DFT calculation (ωB97M-V/def2-TZVPD) of a molecular structure, C14H26AlBrN2O4PS in a non-equilibrium geometry.

Output
- Net charge: -1
- Energy above the lowest of the compared OMol25 structures with the same formula, charge and spin: 22.0 kJ/mol
- Maximum force: 1.0 eV/Å
- Gap between HOMO and LUMO: 7.1 eV

Atoms and positions in Å:
C 5.398 -1.943 1.950
C 4.130 -2.709 1.636
Br 2.623 -1.974 2.651
C 3.883 -2.789 0.134
Al 2.959 -1.233 -0.755
P 3.100 -1.681 -3.103
O 2.065 -1.009 -3.973
O 3.377 0.398 -0.245
C 2.264 0.996 0.353
C 0.953 0.312 -0.112
C 0.187 0.957 -1.283
C 0.273 2.469 -1.489
C -0.713 3.361 -0.687
C -1.473 2.689 0.456
C -2.804 2.084 0.048
C -3.652 1.626 1.239
C -5.045 1.231 0.751
S -5.885 -0.001 1.783
C -5.381 -1.459 0.994
N -5.901 -2.647 1.138
N -5.101 -3.501 0.368
C -4.192 -2.752 -0.164
O -4.295 -1.446 0.187
O 1.222 -1.029 -0.488
H 5.477 -1.698 3.004
H 6.241 -2.590 1.709
H 5.480 -1.041 1.352
H 4.238 -3.714 2.029
H 3.392 -3.727 -0.118
H 4.881 -2.853 -0.311
H 4.409 -1.473 -3.643
H 2.996 -3.100 -3.254
H 2.289 2.073 0.179
H 2.294 0.893 1.444
H 0.296 0.223 0.761
H -0.847 0.633 -1.221
H 0.589 0.484 -2.177
H 1.284 2.819 -1.325
H 0.084 2.649 -2.546
H -1.433 3.815 -1.366
H -0.145 4.183 -0.255
H -0.869 1.939 0.959
H -1.698 3.451 1.206
H -3.375 2.806 -0.540
H -2.667 1.213 -0.591
H -3.708 2.433 1.964
H -3.160 0.769 1.690
H -4.946 0.824 -0.247
H -5.693 2.100 0.725
H -3.402 -3.063 -0.816



The following is a DFT calculation (ωB97M-V/def2-TZVPD) of a molecular structure, C14H26AsO3PPdS in a non-equilibrium geometry.

Output
- Net charge: -2
- Energy above the lowest of the compared OMol25 structures with the same formula, charge and spin: 292.9 kJ/mol
- Maximum force: 1.1 eV/Å
- Gap between HOMO and LUMO: 5.2 eV

Atoms and positions in Å:
Pd 0.129 0.958 0.447
C 0.393 4.015 -0.286
O -0.848 3.858 0.371
C -1.215 2.522 0.774
O -2.293 2.527 1.321
H 0.260 4.746 -1.088
H 0.750 3.087 -0.717
H 1.166 4.379 0.395
C 4.479 1.598 1.777
P 2.670 1.661 1.274
C 2.044 2.039 2.973
C 2.379 -0.159 1.220
H 4.637 0.914 2.623
H 4.830 2.597 2.060
H 5.078 1.255 0.927
H 2.551 1.420 3.722
H 0.978 1.828 3.015
H 2.215 3.095 3.203
H 2.598 -0.631 2.178
H 2.920 -0.628 0.401
H 1.290 -0.305 1.010
S 0.971 -0.632 -1.925
C -0.076 -1.259 -3.171
C -1.192 -0.535 -3.649
C -2.014 -1.023 -4.658
C -1.774 -2.264 -5.243
C -0.691 -3.008 -4.777
C 0.130 -2.524 -3.766
H -1.396 0.428 -3.194
H -2.858 -0.427 -4.990
H -2.413 -2.645 -6.030
H -0.490 -3.985 -5.206
H 0.964 -3.117 -3.407
C -2.646 -0.331 0.408
As -1.402 -0.746 1.864
C -0.403 -2.285 1.194
C -2.750 -1.841 2.853
O -0.752 0.029 3.192
H -3.400 -1.123 0.402
H -2.078 -0.324 -0.515
H -3.079 0.646 0.585
H -1.098 -3.126 1.134
H 0.379 -2.505 1.920
H 0.034 -2.096 0.215
H -3.271 -2.559 2.209
H -3.474 -1.157 3.301
H -2.227 -2.366 3.654